No. 1
25
Properties=species:S:1:pos:R:3:forces:R:3 method="wB97M-V/def2-TZVPD" total_charge=+2 homo_ev="-15.81 / -15.80"
Rh 0.768 0.383 -1.245 0.4 -0.6 -0.1
N -2.500 -2.134 -1.559 0.0 0.0 0.0
C -1.525 -1.537 -2.237 -0.1 0.0 0.0
N -0.834 -0.814 -1.365 -0.1 0.0 0.0
C -1.459 -1.015 -0.168 0.0 0.0 0.1
N -2.476 -1.822 -0.251 0.0 0.0 0.0
C -0.890 -0.321 0.974 0.1 0.1 -0.1
C -1.351 -0.372 2.279 0.0 0.0 0.0
N -0.758 0.307 3.251 0.0 -0.1 0.0
C 0.294 1.042 2.934 0.0 0.0 0.0
C 0.786 1.122 1.633 0.0 0.0 0.0
N 0.190 0.435 0.659 -0.3 0.1 0.2
H -3.213 -2.760 -1.913 0.0 0.0 0.0
H -1.351 -1.634 -3.297 0.0 0.0 0.0
H -2.221 -0.971 2.525 0.0 0.0 0.0
H 0.776 1.599 3.727 0.0 0.0 0.0
H 1.633 1.739 1.380 0.0 0.0 0.0
I 3.148 1.675 -1.219 0.0 0.1 0.0
C 4.056 -0.186 -0.706 0.0 0.0 -0.1
I 2.605 -1.703 -1.057 0.1 -0.1 0.1
H 4.308 -0.176 0.347 0.0 0.0 0.0
H 4.921 -0.351 -1.338 0.0 0.0 0.0
Se -0.361 2.275 -2.065 0.0 0.7 0.0
C -1.813 2.527 -0.979 0.0 -0.3 -0.1
N -2.735 2.692 -0.309 0.0 -0.1 0.2


No. 2
20
Properties=species:S:1:pos:R:3:forces:R:3 method="wB97M-V/def2-TZVPD" smiles="CC(C)=C[C@H]1S[C@]12SC(=S)C2=O" relative_energy_ev=3.541 homo_ev=-8.71
C -0.235 -2.512 -1.088 -1.2 -1.2 0.3
C -0.828 -1.177 -0.693 0.8 1.0 3.3
C -1.836 -0.507 -1.555 0.1 2.8 0.4
C -0.357 -0.606 0.474 1.0 -2.1 -2.6
C -0.638 0.728 1.004 -0.9 -0.2 0.8
S -0.385 0.740 2.857 0.0 0.8 -0.1
C 0.490 1.545 1.533 1.4 0.3 -0.1
S 0.665 3.339 1.033 1.0 -1.3 0.2
C 2.296 2.673 0.619 -1.0 1.9 0.1
S 3.453 3.161 -0.318 1.1 0.6 -0.9
C 2.228 1.440 1.371 -5.1 -0.5 -0.1
O 2.931 0.653 1.836 1.8 -1.2 0.8
H 0.563 -2.259 -1.792 -0.4 -0.8 -0.5
H 0.218 -3.093 -0.266 0.2 0.9 0.1
H -1.031 -3.303 -1.370 1.2 1.6 -0.6
H -2.379 -1.231 -2.060 -0.8 -1.2 -1.7
H -2.639 0.072 -1.029 0.8 -0.5 0.2
H -1.394 0.308 -2.222 -0.4 -1.4 0.4
H 0.508 -1.190 0.916 -1.2 1.0 0.0
H -1.631 1.220 0.750 1.7 -0.4 0.0


No. 3
73
Properties=species:S:1:pos:R:3:forces:R:3 method="wB97M-V/def2-TZVPD" s2=0.817 spin_multiplicity=2 relative_energy_ev=3.299 homo_ev="-8.12 / -8.05"
Pt -0.342 0.384 0.056 -2.1 -0.5 0.8
C 1.777 -1.028 3.301 -0.1 0.0 0.0
C 0.578 -0.407 2.956 0.4 -0.5 0.1
N 0.131 -0.899 1.808 -0.2 0.1 0.6
N 1.018 -1.806 1.383 0.5 -0.5 0.4
C 2.019 -1.911 2.272 0.1 0.1 0.1
B 0.774 -2.702 0.147 0.0 0.4 -0.1
N -0.752 -2.874 0.003 -0.1 -0.3 0.1
C -1.492 -3.994 -0.058 -0.3 -0.1 0.0
C -2.813 -3.639 -0.216 0.1 -0.1 0.0
C -2.788 -2.244 -0.253 0.1 -0.2 0.0
N -1.549 -1.804 -0.127 -0.3 1.1 0.0
N 1.237 -2.012 -1.150 0.4 -0.5 0.1
C 1.949 -2.476 -2.191 0.2 0.2 -0.5
C 1.846 -1.569 -3.224 -0.2 -0.1 0.1
C 1.019 -0.560 -2.734 0.2 -0.2 0.0
N 0.669 -0.852 -1.492 -0.6 1.3 -0.2
N 1.508 -4.004 0.371 -0.3 -0.5 0.2
C 1.195 -4.983 1.256 0.1 -0.2 0.1
C 2.219 -5.897 1.258 -0.1 0.1 0.1
C 3.148 -5.372 0.350 -0.2 0.0 0.1
N 2.713 -4.243 -0.167 0.5 0.3 -0.3
H 2.381 -0.858 4.168 0.1 0.0 0.2
H 0.024 0.340 3.494 -0.1 0.2 -0.1
H 2.828 -2.600 2.127 0.1 -0.2 -0.1
H -1.044 -4.963 0.003 0.1 -0.2 0.0
H -3.659 -4.291 -0.304 -0.1 -0.1 0.0
H -3.608 -1.565 -0.375 -0.1 0.2 -0.1
H 2.513 -3.382 -2.114 -0.1 -0.1 0.0
H 2.292 -1.641 -4.193 0.1 0.0 -0.2
H 0.685 0.347 -3.197 0.0 0.2 0.0
H 0.290 -4.956 1.833 -0.1 0.0 0.1
H 2.296 -6.807 1.816 0.0 -0.1 0.2
H 4.101 -5.762 0.059 0.2 -0.1 -0.1
C -5.278 5.076 -2.403 0.0 0.0 0.0
C -5.164 4.554 -1.125 -0.1 0.1 0.0
C -4.183 3.626 -0.833 0.1 0.0 -0.1
C -3.298 3.196 -1.822 -0.3 0.2 -0.1
C -3.420 3.735 -3.104 0.0 -0.1 0.2
C -4.401 4.663 -3.392 -0.1 0.1 -0.1
C -2.261 2.190 -1.595 0.3 -0.3 0.3
C -1.893 1.668 -0.431 1.5 -0.6 -1.6
C -2.302 1.875 0.935 -0.2 0.1 1.0
C -1.790 2.953 1.698 0.1 -0.5 -0.5
C -2.312 3.230 2.943 -0.1 0.1 0.3
C -3.332 2.449 3.477 0.1 -0.1 -0.2
C -3.817 1.362 2.760 -0.1 0.0 0.2
C -3.313 1.070 1.513 0.5 0.2 -0.4
H -6.050 5.797 -2.627 -0.1 0.1 0.0
H -5.851 4.869 -0.352 0.0 0.0 0.1
H -4.104 3.230 0.165 -0.1 0.0 0.1
H -2.735 3.418 -3.877 0.1 -0.1 -0.1
H -4.488 5.059 -4.393 0.0 0.0 -0.1
H -1.755 1.878 -2.502 0.2 -0.1 0.1
H -1.013 3.576 1.274 0.0 0.0 0.0
H -1.940 4.077 3.499 0.1 0.0 0.0
H -3.752 2.685 4.443 0.0 0.0 0.1
H -4.612 0.755 3.170 0.0 0.0 0.0
H -3.706 0.247 0.937 0.0 -0.1 0.0
Cl 8.051 0.270 -0.426 0.3 0.0 0.0
C 6.360 0.630 -0.436 -0.3 0.1 0.1
C 5.449 -0.395 -0.229 0.1 0.0 0.0
C 4.103 -0.093 -0.189 0.0 0.2 0.0
C 3.666 1.213 -0.389 -0.1 -0.1 0.1
C 4.586 2.224 -0.618 -0.2 -0.1 -0.1
C 5.940 1.937 -0.624 0.1 -0.1 0.0
C 2.181 1.434 -0.279 0.6 0.7 -1.1
O 1.500 1.873 -1.211 0.5 0.4 -0.2
O 1.692 1.038 0.813 -1.1 -0.1 0.6
H 5.789 -1.408 -0.082 0.1 -0.1 0.0
H 3.379 -0.871 -0.004 0.0 -0.1 0.0
H 4.237 3.230 -0.787 0.0 0.1 0.0
H 6.673 2.716 -0.762 0.1 0.1 -0.1


No. 4
10
Properties=species:S:1:pos:R:3:forces:R:3 method="wB97M-V/def2-TZVPD" relative_energy_ev=5.371 total_charge=+1 homo_ev="-14.38 / -13.19"
C -1.493 -0.409 -0.161 1.4 -0.5 -0.1
N -0.434 -0.886 -0.002 -0.6 0.6 -0.7
N -2.685 0.000 0.171 -0.3 1.6 2.6
N 1.957 0.940 0.136 -0.8 4.5 0.5
O 0.644 -1.430 -0.080 -0.3 -1.4 -0.2
O 2.360 -0.214 0.155 2.1 -2.6 -1.3
H -2.663 0.054 1.283 -1.0 0.3 -3.0
H -3.054 0.823 -0.379 0.3 -1.4 1.1
H 2.425 1.661 -0.503 -0.3 -1.7 0.1
H 2.943 -0.540 -0.620 -0.5 0.7 1.0